# 1
{"formula": "C4H6ClN3O3", "method": "ωB97M-V with the def2-TZVPD basis set", "charge": 0, "lumo_ev": 0.361, "e_above_lowest_kj_mol": 20.9, "smiles": "[H]/N=C(\\Cl)[C@@H](/C(=N/[H])OC)[N+](=O)[O-]", "elements": ["H", "N", "C", "Cl", "C", "C", "N", "H", "O", "C", "N", "O", "O", "H", "H", "H", "H"], "positions_angstrom": [[1.50488, -2.13853, -3.83056], [0.84304, -1.62848, -3.26980], [0.46072, -1.94939, -2.15557], [0.98450, -3.38303, -1.24365], [-0.56975, -1.18048, -1.24034], [0.00651, -0.02635, -0.47532], [0.76250, 0.84346, -0.90110], [1.12794, 1.48166, -0.25323], [-0.58676, -0.12288, 0.76370], [-0.36623, 0.85670, 1.74993], [-1.61738, -0.55290, -2.05328], [-1.96772, -1.12792, -3.01602], [-2.07613, 0.46671, -1.64300], [-1.03714, -1.83399, -0.42183], [0.19998, 0.41138, 2.54545], [-1.31173, 1.07105, 2.17920], [0.16409, 1.78156, 1.38440]], "forces_ev_per_angstrom": [[0.17, -0.48, 0.37], [-0.50, 1.21, -0.54], [-0.78, -0.24, 1.71], [0.26, -0.16, -0.07], [1.30, -0.97, 0.23], [-0.77, -0.46, 2.25], [1.04, -0.71, -1.97], [0.24, 1.19, 1.02], [0.39, -0.21, -0.47], [1.05, 0.70, -0.38], [-0.02, -0.29, 0.67], [-0.98, -1.50, -2.46], [-0.84, 1.73, 0.63], [0.49, 0.64, -1.78], [0.67, -0.18, 0.33], [-0.95, 0.63, 0.14], [-0.76, -0.91, 0.32]], "lowdin_charge": [0.081, 0.165, -0.709, 0.636, -0.163, -0.441, 0.229, 0.040, -0.082, -0.052, -0.399, 0.127, 0.118, 0.174, 0.087, 0.083, 0.106]}

---

# 2
{"formula": "C64H96AsF9N9O2", "method": "ωB97M-V with the def2-TZVPD basis set", "charge": 1, "lumo_ev": -1.745, "elements": ["C", "C", "C", "N", "C", "C", "C", "C", "C", "C", "H", "H", "H", "H", "H", "H", "H", "H", "H", "H", "H", "H", "H", "H", "H", "H", "H", "H", "H", "H", "C", "C", "C", "C", "N", "C", "C", "C", "C", "C", "C", "C", "H", "H", "H", "H", "H", "H", "H", "H", "H", "H", "H", "H", "H", "H", "H", "H", "H", "H", "H", "H", "H", "H", "H", "H", "As", "F", "F", "F", "F", "F", "F", "N", "C", "C", "C", "C", "H", "H", "H", "H", "H", "N", "C", "C", "C", "C", "H", "H", "H", "H", "H", "N", "C", "C", "C", "C", "H", "H", "H", "H", "H", "N", "C", "C", "C", "C", "H", "H", "H", "H", "H", "N", "C", "C", "C", "C", "H", "H", "H", "H", "H", "N", "C", "C", "C", "C", "H", "H", "H", "H", "H", "N", "C", "C", "C", "C", "H", "H", "H", "H", "H", "C", "C", "C", "C", "C", "C", "H", "H", "H", "H", "H", "H", "C", "C", "C", "C", "C", "C", "H", "H", "H", "H", "H", "H", "C", "C", "O", "C", "O", "C", "F", "F", "F", "H", "H", "H", "H", "H"], "positions_angstrom": [[-21.75835, 15.31558, 21.59686], [-22.86905, 16.00783, 20.81172], [-22.96227, 17.50231, 21.03823], [-24.13026, 18.21295, 20.33899], [-23.96978, 19.69651, 20.66674], [-24.99084, 20.58885, 19.97385], [-24.82913, 20.33067, 18.47341], [-25.00544, 18.84213, 18.08041], [-24.03730, 17.96654, 18.86520], [-25.42283, 17.69893, 20.89096], [-20.83731, 15.90930, 21.55501], [-21.42470, 14.42394, 21.06348], [-21.95327, 15.05772, 22.63529], [-23.79037, 15.49894, 21.10735], [-22.80029, 15.73451, 19.75732], [-22.14264, 18.04881, 20.56799], [-22.94357, 17.64960, 22.11870], [-22.95838, 20.00042, 20.38654], [-23.91214, 19.75787, 21.75506], [-24.79102, 21.61704, 20.28070], [-26.00681, 20.45134, 20.35176], [-23.80012, 20.57063, 18.18495], [-25.45106, 20.98832, 17.86496], [-24.90036, 18.68641, 17.00663], [-26.06817, 18.59730, 18.18623], [-23.02326, 18.14599, 18.51647], [-24.38688, 16.95007, 18.69231], [-26.18991, 18.22063, 20.32165], [-25.42479, 18.02170, 21.92856], [-25.49082, 16.63393, 20.68214], [-25.61200, 21.47738, 8.40487], [-26.26673, 22.50083, 9.31364], [-26.63243, 21.93301, 10.71254], [-27.49581, 20.66333, 10.61812], [-28.46638, 20.40326, 11.77002], [-29.30157, 19.17436, 11.48392], [-30.39633, 19.54797, 10.48189], [-30.57062, 21.05347, 10.69255], [-29.53758, 21.45854, 11.75871], [-27.76497, 20.41988, 13.09992], [-26.73967, 19.30082, 13.21256], [-26.09493, 19.03296, 14.56428], [-25.55382, 21.90462, 7.40134], [-26.24968, 20.60035, 8.27050], [-24.60856, 21.17048, 8.69380], [-27.24044, 22.79991, 8.91725], [-25.60287, 23.34760, 9.47452], [-27.00117, 22.69495, 11.40060], [-25.69114, 21.61837, 11.17716], [-26.90017, 19.75268, 10.59486], [-28.08238, 20.77477, 9.70485], [-29.79044, 18.90312, 12.42065], [-28.72948, 18.30391, 11.16834], [-31.30485, 18.98547, 10.68390], [-30.07390, 19.25226, 9.48413], [-31.58723, 21.32193, 10.97156], [-30.36816, 21.65024, 9.80162], [-30.05244, 21.41966, 12.72018], [-29.15016, 22.46818, 11.65186], [-28.53348, 20.24679, 13.86203], [-27.45707, 21.44207, 13.31566], [-25.91117, 19.66640, 12.59315], [-27.10757, 18.34356, 12.84104], [-26.91084, 18.82365, 15.25772], [-25.49454, 19.87576, 14.90728], [-25.49131, 18.13888, 14.42499], [-23.14236, 15.84594, 15.62061], [-24.81217, 16.19300, 16.03168], [-23.50313, 14.16326, 15.88807], [-21.45510, 15.40446, 15.38625], [-22.73622, 17.55187, 15.38770], [-22.74071, 15.98028, 17.33891], [-23.48790, 15.68761, 13.90737], [-19.58492, 13.20593, 17.31400], [-18.73506, 12.17243, 17.65315], [-19.14653, 11.56537, 18.80780], [-20.29255, 12.28657, 19.23618], [-20.48691, 13.29386, 18.34466], [-19.47135, 13.85603, 16.55524], [-17.86210, 12.01663, 17.03672], [-18.61357, 10.80070, 19.34709], [-20.82142, 12.12100, 20.16194], [-21.23781, 14.06944, 18.37881], [-27.92149, 14.83641, 13.59029], [-27.32654, 15.30283, 14.75109], [-28.00738, 16.37676, 15.20306], [-29.14295, 16.53834, 14.38380], [-29.09559, 15.54966, 13.43934], [-27.51350, 14.12482, 13.00210], [-26.45784, 14.79899, 15.13774], [-27.76972, 17.00378, 16.04650], [-29.80006, 17.38302, 14.52824], [-29.71746, 15.29655, 12.59429], [-24.87492, 17.08878, 11.86102], [-26.09560, 16.84476, 11.29506], [-26.33236, 17.77827, 10.28066], [-25.16030, 18.55472, 10.23327], [-24.28965, 18.12028, 11.20203], [-24.43819, 16.52863, 12.58607], [-26.71672, 16.03496, 11.63731], [-27.25364, 17.84926, 9.72821], [-24.98261, 19.31280, 9.48353], [-23.29070, 18.46862, 11.40862], [-21.75777, 21.66631, 13.38743], [-22.69015, 20.97873, 14.12038], [-23.26400, 21.85137, 15.01137], [-22.69414, 23.11844, 14.79858], [-21.73473, 22.97466, 13.80336], [-21.14622, 21.29914, 12.67601], [-22.88297, 19.91718, 14.09724], [-24.03558, 21.66582, 15.74208], [-22.95637, 24.01400, 15.33820], [-21.00986, 23.61683, 13.33183], [-26.77535, 11.12791, 12.39265], [-26.08772, 11.75561, 13.38856], [-25.45630, 12.86390, 12.87164], [-25.77648, 12.92426, 11.48301], [-26.60872, 11.84323, 11.24553], [-27.25487, 10.25088, 12.47110], [-25.96694, 11.27664, 14.34657], [-24.82694, 13.50877, 13.46516], [-25.47248, 13.63636, 10.73569], [-27.01724, 11.45116, 10.32727], [-24.85844, 13.84705, 18.25689], [-25.99376, 14.21304, 18.91978], [-25.85076, 13.84409, 20.23478], [-24.60284, 13.20021, 20.37658], [-24.00624, 13.21280, 19.13555], [-24.64296, 13.95985, 17.27545], [-26.77570, 14.74871, 18.40556], [-26.58395, 13.96524, 21.01831], [-23.99345, 12.81505, 21.18050], [-23.05150, 12.87432, 18.76978], [-21.01488, 10.24878, 16.03123], [-21.30072, 8.93203, 15.80366], [-22.63254, 8.81856, 15.42180], [-23.14399, 10.12118, 15.47718], [-22.15168, 10.97847, 15.88650], [-20.08388, 10.49842, 16.32087], [-20.55507, 8.16135, 15.91160], [-23.19339, 7.97914, 15.04761], [-24.12510, 10.48488, 15.21435], [-22.13601, 12.04417, 16.04936], [-18.71908, 20.25053, 11.89521], [-19.70809, 19.27017, 11.70497], [-20.23725, 18.58014, 12.79011], [-19.64421, 18.74640, 14.04949], [-18.71929, 19.75786, 14.24151], [-18.20178, 20.45605, 13.16269], [-18.32971, 20.83996, 11.07567], [-20.04562, 19.02856, 10.70510], [-20.94602, 17.77672, 12.63556], [-20.01784, 18.24973, 14.93439], [-18.21577, 19.97312, 15.17625], [-17.54154, 21.27576, 13.41842], [-20.81261, 19.77948, 17.32655], [-20.47126, 20.84451, 18.10497], [-19.75820, 20.65796, 19.30927], [-19.42629, 19.35525, 19.66326], [-19.77744, 18.27560, 18.83460], [-20.45540, 18.49038, 17.64709], [-21.29601, 19.85857, 16.35741], [-20.53177, 21.85372, 17.71318], [-19.29649, 21.48061, 19.83711], [-18.81513, 19.13949, 20.53046], [-19.47723, 17.29071, 19.17235], [-20.63688, 17.67109, 16.96449], [-20.84042, 13.54152, 12.86412], [-19.96394, 14.78218, 12.66879], [-18.56437, 14.54252, 12.49506], [-17.81891, 14.01110, 13.44068], [-18.18316, 13.78220, 14.55474], [-16.41050, 13.68054, 12.91878], [-16.19036, 14.10854, 11.69526], [-15.51217, 14.15611, 13.77503], [-16.24354, 12.34802, 12.92158], [-20.64973, 12.83825, 12.05190], [-21.89556, 13.80446, 12.81878], [-20.60780, 13.12072, 13.83958], [-19.94370, 15.30359, 13.63032], [-20.32157, 15.43370, 11.87796]], "forces_ev_per_angstrom": [[1.27, 0.39, -0.69], [-0.83, -0.87, -0.16], [0.49, -0.02, -0.84], [0.56, -0.03, 1.12], [0.21, -0.21, 0.43], [0.19, -0.38, 0.16], [0.32, -0.03, -0.69], [-0.76, 1.32, 0.30], [-1.46, -0.13, -0.63], [0.26, 0.94, -0.85], [-0.09, 0.21, 0.29], [-0.44, -0.24, 0.13], [-0.30, 0.16, -0.02], [-0.14, 0.31, 0.06], [0.31, 0.31, -0.05], [0.52, -0.37, 0.39], [-0.48, 0.63, -0.07], [-0.03, -0.24, -0.53], [-0.60, 0.00, 0.05], [0.36, 0.05, -0.35], [-0.05, -0.44, -0.20], [0.08, 0.26, 0.16], [-0.23, -0.10, 0.09], [0.69, 0.05, 0.05], [0.09, -0.41, 0.56], [0.12, -0.19, 0.23], [0.69, -0.22, 0.13], [-0.26, -0.18, 0.34], [-0.33, -0.48, 0.13], [-0.01, -0.03, 0.39], [-0.47, 0.24, -0.85], [-0.71, -0.64, 1.26], [1.30, -0.83, 0.48], [-0.27, 0.47, 0.12], [-0.55, 1.12, -0.81], [-0.41, -0.90, 0.56], [0.68, 0.03, 0.01], [0.39, 0.75, -0.67], [-1.23, 0.03, 0.51], [-0.96, -1.18, 1.12], [1.31, 1.21, -0.63], [-1.01, 0.35, -0.14], [0.23, 0.03, 0.02], [0.14, -0.12, 0.17], [-0.06, 0.10, 0.20], [0.29, 0.43, -0.50], [-0.22, 0.22, -0.19], [-0.38, 0.09, -0.30], [0.07, 0.04, 0.12], [-0.10, 0.55, -0.23], [-0.34, -0.43, 0.10], [0.28, 0.10, 0.20], [0.36, 0.37, 0.16], [0.04, 0.00, 0.13], [-0.10, 0.36, -0.15], [0.10, -0.01, 0.31], [-0.05, -0.32, -0.24], [0.34, -0.09, 0.19], [0.29, -0.18, -0.16], [-0.32, -0.09, -0.24], [0.61, -0.09, -0.39], [-0.03, -0.67, -0.36], [-0.25, 0.39, -0.12], [0.36, -0.07, 0.39], [0.05, -0.06, 0.05], [0.12, 0.06, 0.39], [1.28, 0.21, 1.25], [0.66, 0.30, -0.44], [0.01, -0.01, -0.60], [-0.75, 0.32, -0.32], [-0.53, -0.88, 0.03], [-0.21, 0.11, -0.68], [0.04, 0.03, 0.57], [0.09, -0.73, 1.59], [0.69, 0.14, -1.08], [0.12, 0.48, -0.19], [0.44, -0.16, 0.49], [-1.01, 0.79, -0.46], [0.05, -0.09, -0.09], [-0.05, -0.21, 0.04], [-0.11, -0.16, -0.14], [-0.17, 0.04, -0.13], [0.03, 0.01, -0.25], [-0.75, 0.87, 1.81], [1.09, -1.00, -1.00], [-0.23, 0.28, 0.61], [0.03, 0.38, 0.01], [0.46, -0.26, -1.43], [-0.28, -0.25, 0.05], [0.10, 0.16, -0.08], [0.10, -0.25, 0.12], [-0.51, -0.39, -0.29], [-0.20, 0.25, 0.10], [-0.40, -0.35, -0.39], [-0.42, 0.25, -0.47], [0.68, -1.84, 1.39], [0.38, 0.50, -0.83], [0.17, 0.38, -0.44], [-0.15, 0.15, -0.12], [-0.02, 0.02, 0.16], [0.21, -0.07, -0.35], [0.24, -0.07, 0.37], [-0.03, -0.08, 0.18], [-0.42, 0.10, 0.54], [-0.19, -0.32, 0.42], [-0.20, 0.16, -0.21], [0.90, 0.48, -0.48], [-0.40, -0.38, 0.11], [0.00, -0.25, 0.13], [0.33, -0.05, -0.50], [0.03, -0.31, -0.06], [0.18, 0.09, -0.09], [-0.20, 0.35, 0.18], [0.36, 0.70, -0.01], [0.48, -0.28, 0.33], [-0.13, -0.23, 0.19], [-0.76, -0.63, 0.29], [0.19, -0.09, -0.72], [-0.06, 0.00, 0.02], [-0.22, 0.23, 0.09], [0.09, 0.07, -0.17], [0.10, 0.08, 0.05], [-0.05, 0.25, -0.04], [0.30, -0.50, 0.53], [0.27, 0.30, -0.23], [-0.48, -0.05, 0.70], [1.42, -0.25, -0.94], [-0.66, 0.57, -0.68], [-0.22, 0.05, 0.27], [-0.12, -0.14, 0.06], [-0.05, 0.09, -0.10], [-0.76, -0.02, 0.55], [0.00, -0.20, 0.18], [0.11, -1.39, 0.25], [-0.64, -0.64, -0.56], [0.78, 0.23, 0.05], [-0.46, 1.23, 0.06], [0.28, 0.47, -0.21], [-0.26, 0.67, 0.24], [0.08, 0.11, -0.05], [0.28, -0.30, 0.26], [-0.06, -0.27, 0.06], [-0.13, -0.03, -0.06], [-0.03, -0.32, -0.07], [0.14, 0.41, 0.00], [1.18, -0.56, 0.25], [-0.91, 0.85, 0.30], [1.06, -0.44, -0.25], [-0.90, 0.71, 0.25], [-0.09, -0.16, -0.18], [-0.11, 0.17, -0.04], [-0.20, 0.12, 0.03], [-0.07, -0.38, -0.22], [-0.53, -0.29, 0.36], [0.32, -0.11, -0.50], [-0.60, -0.67, -1.47], [1.12, 1.20, 1.00], [0.13, -0.69, -0.94], [-0.19, -0.32, -0.28], [0.17, 0.22, 0.75], [0.44, -0.64, 0.84], [-0.07, 0.66, 0.08], [-0.53, 0.00, 0.07], [-0.37, 0.17, 0.12], [-0.08, 0.15, 0.12], [0.00, -0.12, -0.29], [-0.23, -0.03, 0.09], [0.83, 0.22, -0.52], [-0.55, 0.22, 2.28], [0.82, -0.62, -1.85], [-1.29, 0.38, -0.42], [0.27, -0.23, 0.68], [0.03, -0.83, 0.67], [0.25, 0.43, -0.23], [0.30, 0.57, -0.11], [-0.28, -0.17, -0.12], [-0.01, -0.22, 0.17], [0.03, 0.18, 0.11], [-0.16, -0.33, -0.13], [-0.76, 0.44, -0.26], [0.46, -0.06, -0.21]], "lowdin_charge": [-0.071, -0.231, -0.104, -0.249, -0.107, -0.150, -0.172, -0.148, -0.117, 0.046, 0.076, 0.056, 0.082, 0.085, 0.088, 0.116, 0.143, 0.131, 0.134, 0.124, 0.113, 0.104, 0.109, 0.087, 0.114, 0.121, 0.111, 0.094, 0.119, 0.087, -0.108, -0.226, -0.168, -0.109, -0.195, -0.097, -0.130, -0.134, -0.104, -0.100, -0.216, -0.075, 0.082, 0.069, 0.076, 0.110, 0.114, 0.107, 0.114, 0.061, 0.133, 0.129, 0.111, 0.122, 0.115, 0.119, 0.112, 0.135, 0.131, 0.132, 0.139, 0.098, 0.091, 0.060, 0.063, 0.060, 0.828, -0.240, -0.249, -0.242, -0.251, -0.259, -0.252, 0.053, -0.161, -0.100, -0.115, -0.172, 0.113, 0.111, 0.096, 0.092, 0.085, 0.044, -0.132, -0.138, -0.123, -0.138, 0.100, 0.091, 0.087, 0.088, 0.106, 0.061, -0.123, -0.124, -0.133, -0.112, 0.108, 0.098, 0.099, 0.072, 0.109, 0.036, -0.152, -0.136, -0.110, -0.115, 0.115, 0.091, 0.073, 0.088, 0.107, 0.026, -0.135, -0.126, -0.105, -0.138, 0.152, 0.101, 0.073, 0.087, 0.109, 0.034, -0.142, -0.135, -0.120, -0.119, 0.085, 0.105, 0.093, 0.100, 0.088, 0.028, -0.132, -0.104, -0.124, -0.143, 0.116, 0.104, 0.087, 0.062, 0.083, -0.095, -0.101, -0.102, -0.076, -0.088, -0.095, 0.102, 0.101, 0.085, 0.075, 0.108, 0.107, -0.122, -0.088, -0.080, -0.095, -0.085, -0.110, 0.088, 0.105, 0.101, 0.101, 0.104, 0.080, -0.040, -0.190, 0.039, -0.388, 0.157, -0.563, 0.195, 0.177, 0.163, 0.088, 0.065, 0.064, 0.095, 0.120]}